{
  "formula": "C20H32Cl2InN3O3",
  "method": "ωB97M-V/def2-TZVPD",
  "symbols": ["C", "O", "H", "In", "H", "H", "C", "H", "H", "H", "O", "H", "H", "H", "H", "H", "H", "H", "H", "H", "C", "H", "C", "H", "C", "H", "H", "C", "O", "C", "N", "H", "H", "H", "H", "C", "H", "H", "C", "C", "C", "C", "C", "C", "Cl", "H", "H", "N", "H", "C", "H", "C", "H", "C", "N", "C", "C", "H", "H", "C", "Cl"],
  "coordinates": [[3.00436, 0.05941, -1.24881], [0.22866, -0.16269, -4.25241], [3.37056, -0.36819, 2.07599], [-0.13464, -0.04589, 1.24489], [2.24166, -0.70439, -1.32171], [-2.79064, 1.15721, -0.21761], [1.27816, 0.82401, 6.55589], [0.81256, -1.23969, 6.11779], [1.54446, 2.00161, -4.85101], [1.27466, 0.65681, 7.65429], [-0.85754, -1.95349, 1.57579], [-1.81204, -5.49249, -0.51371], [-2.00814, 1.24261, -7.09991], [-1.64614, 3.32111, -8.39411], [-0.37494, -5.97769, 0.39729], [-0.25244, -4.73709, -0.85721], [-0.05184, -2.71049, -0.12901], [2.53256, 1.01771, -1.45891], [-4.52604, 0.10021, 3.47519], [-1.55804, -5.22759, 2.62639], [-1.14964, 1.87121, -6.89521], [4.21796, 2.04241, 0.20689], [2.90736, -0.54279, 1.09469], [-2.16174, -3.55869, 2.63329], [1.05796, 3.46601, -6.35221], [-4.29654, 1.69341, 2.77239], [0.31606, 4.74051, -7.91231], [-2.01354, -4.44139, 2.02369], [1.90436, -1.25719, 0.97919], [-0.48384, 0.26201, -5.13981], [-1.15624, -4.09959, 0.90679], [-3.72104, 1.34841, 4.40039], [-2.97804, -4.79599, 1.66079], [4.91696, 0.94411, 1.40159], [0.88306, 1.84051, 6.34739], [-0.94754, 3.03441, -7.61981], [-0.62694, -0.16669, 6.28639], [-1.99214, -0.23159, 3.50139], [-3.82524, 0.93591, 3.39269], [4.59186, 1.03121, 0.36849], [-1.92634, 0.79971, 1.69119], [0.85786, 2.30601, -5.62881], [0.36356, -0.05499, 4.43449], [0.40896, -0.23029, 5.89119], [-0.55794, -0.26149, -1.01231], [-3.39404, 2.25451, 1.02969], [5.44726, 0.85931, -0.28391], [3.55016, 0.06601, 0.09539], [2.32306, 0.74641, 6.18739], [0.15606, 3.83131, -7.34771], [-1.39744, -0.29289, -5.44271], [-0.88404, -5.13299, -0.06841], [-1.77634, 2.45251, 0.34539], [-0.65374, -2.87079, 0.76379], [0.28426, 0.01051, 3.27989], [-2.50304, 0.47691, 2.85359], [-0.25014, 1.49981, -5.89701], [1.91576, 4.09191, -6.14591], [3.80246, -0.12489, -1.96721], [-2.51084, 1.71981, 0.67219], [1.02616, 1.97641, 1.11409]],
  "mulliken_charge": [-0.964, -0.471, 0.253, 1.285, 0.210, 0.233, -1.115, 0.279, 0.438, 0.340, -0.767, 0.336, 0.317, 0.372, 0.330, 0.271, 0.107, 0.379, 0.262, 0.320, -0.475, 0.318, 0.148, 0.210, -0.457, 0.343, 0.364, -0.896, -0.660, -0.178, 0.254, 0.292, 0.326, 0.302, 0.332, -0.528, 0.275, 0.047, -1.428, -0.867, 0.516, -0.343, 0.544, -0.334, -0.558, 0.432, 0.297, 0.268, 0.308, -0.359, 0.297, -0.929, 0.224, 0.498, -0.251, -0.035, 0.644, 0.379, 0.340, -1.539, -0.535],
  "homo_ev": -7.07,
  "e_tot_ev": -62090.8628,
  "lumo_energy_ev": 0.26
}

{
  "formula": "C20H32Cl8O12",
  "method": "ωB97M-V/def2-TZVPD",
  "symbols": ["H", "H", "H", "C", "Cl", "C", "C", "H", "C", "H", "H", "H", "H", "O", "O", "H", "H", "H", "O", "H", "O", "C", "H", "O", "C", "O", "H", "O", "H", "O", "H", "O", "C", "C", "C", "H", "Cl", "H", "C", "C", "Cl", "H", "C", "Cl", "H", "H", "H", "H", "Cl", "H", "H", "C", "C", "C", "O", "H", "C", "O", "H", "H", "C", "H", "Cl", "Cl", "C", "Cl", "C", "H", "H", "H", "O", "C"],
  "coordinates": [[26.08346, -17.32156, 16.97202], [30.54333, -18.12324, 14.93019], [33.91488, -7.30173, 6.06847], [28.85848, -10.09410, 1.07699], [31.84224, -16.50437, 12.51755], [26.32396, -14.89229, 15.19936], [34.36055, -6.30708, 6.08072], [31.99346, -18.79616, 15.61838], [33.26398, -4.32241, 5.91652], [24.35557, -14.95227, 17.29027], [24.15832, -8.66804, 12.31498], [28.52399, -12.98151, 8.55194], [22.11939, -10.15234, 11.58644], [27.65647, -17.64773, 5.63349], [25.07004, -5.27631, 6.61316], [30.53855, -11.19201, 0.62039], [23.68171, -16.94633, 6.35677], [23.55261, -10.97597, 11.68810], [26.41662, -3.82061, 5.74010], [33.77513, -6.39219, 8.10062], [25.39021, -17.90416, 5.68710], [25.40240, -15.24834, 17.22242], [32.22412, -16.27881, 14.92035], [26.39966, -17.73560, 7.52782], [26.57258, -17.76932, 6.20964], [33.60193, -5.50461, 5.22325], [24.67206, -16.88581, 8.24556], [26.05036, -14.35871, 16.34318], [28.41181, -10.34004, 9.37175], [25.84764, -16.20891, 15.18625], [28.63398, -10.56279, 2.03513], [25.72148, -3.50986, 7.94246], [25.82825, -4.17709, 6.92747], [25.16242, -5.69005, 5.28154], [32.36199, -17.11703, 14.23735], [24.19099, -5.85624, 4.81594], [22.21291, -8.13034, 13.79131], [29.58446, -9.31032, 1.29318], [24.29055, -17.81598, 6.60399], [28.99338, -10.75386, 8.54796], [28.89474, -12.73298, 0.76388], [28.82685, -12.23403, 6.99414], [22.84788, -10.45699, 12.33782], [26.74877, -11.72416, 7.50738], [26.89203, -4.83147, 4.09393], [35.35187, -6.35527, 5.63008], [24.82165, -18.61367, 8.65841], [25.84615, -15.38373, 18.20876], [29.14667, -9.51158, 7.28126], [24.38781, -17.01144, 16.49301], [25.34882, -4.01674, 3.96899], [25.09105, -17.84324, 7.93593], [23.52348, -9.19216, 13.02938], [25.40065, -16.60896, 16.50934], [26.56897, -14.24443, 14.17860], [24.24040, -9.28785, 13.84484], [29.51376, -11.20593, 0.24931], [33.65175, -4.46040, 7.20160], [23.60980, -18.66500, 6.54195], [35.35790, -5.54763, 7.81505], [28.40316, -12.05956, 7.98315], [29.56121, -11.06204, -0.83010], [31.74658, -19.57035, 13.42019], [27.43189, -9.47093, 0.28844], [25.97980, -4.59677, 4.64243], [22.02053, -11.62479, 13.32188], [34.32559, -5.67666, 7.48980], [33.44278, -17.25411, 14.20289], [25.72906, -6.62119, 5.28379], [29.97753, -10.95309, 8.97206], [32.86843, -3.33204, 5.38728], [31.58579, -18.35299, 14.70981]],
  "mulliken_charge": [0.245, 0.241, 0.242, -0.440, -0.184, 0.687, -0.298, 0.285, 0.658, 0.257, 0.304, 0.346, 0.314, -0.576, -0.352, 0.221, 0.248, 0.310, -0.362, 0.268, -0.357, -0.284, 0.316, -0.334, 0.739, -0.351, 0.222, -0.313, 0.303, -0.336, 0.303, -0.517, 0.696, -0.190, -0.514, 0.259, -0.198, 0.287, -0.316, -0.401, -0.173, 0.265, -0.439, -0.199, 0.256, 0.224, 0.332, 0.300, -0.157, 0.246, 0.208, -0.201, -0.423, -0.246, -0.557, 0.307, -0.356, -0.333, 0.243, 0.253, -0.449, 0.342, -0.171, -0.184, -0.222, -0.175, -0.175, 0.329, 0.224, 0.291, -0.488, -0.301],
  "e_above_lowest_kcal_mol": 98.2,
  "homo_ev": -10.56,
  "smiles": "O=C1OCCO1.O=C1OCCO1.O=C1OCCO1.O=C1OCCO1.ClCCCl.ClCCCl.ClCCCl.ClCCCl",
  "e_tot_ev": -146005.5460,
  "lumo_energy_ev": 0.15
}

{
  "formula": "C20H32ClN3NdO6PS",
  "method": "ωB97M-V/def2-TZVPD",
  "symbols": ["C", "H", "H", "H", "C", "C", "O", "C", "H", "C", "C", "O", "H", "C", "O", "H", "H", "H", "H", "H", "C", "C", "H", "C", "H", "C", "C", "P", "C", "H", "C", "H", "S", "H", "O", "H", "Cl", "C", "N", "H", "H", "O", "H", "N", "C", "C", "N", "H", "H", "H", "Nd", "H", "C", "H", "H", "H", "H", "C", "C", "H", "H", "O", "H", "H", "H"],
  "coordinates": [[1.50907, 1.51879, 1.95711], [1.14251, -0.37764, 4.54822], [1.25347, -0.03707, -2.79506], [3.98449, 0.85129, -3.42459], [0.91700, 1.39982, -4.35148], [0.96141, 1.00899, -2.91404], [-0.79580, 0.08167, -1.40760], [0.50939, -3.93040, -1.03601], [2.72384, -0.71219, 2.78403], [-0.45600, -4.92791, -0.91683], [1.68604, -0.91821, 2.49956], [-3.51863, -0.06673, 1.93893], [-1.57463, 2.46115, 4.55632], [-1.72993, -3.38534, 0.40579], [-0.21390, 1.32326, -0.73682], [-0.29010, -7.05127, -0.77633], [1.17745, -2.08041, 4.20797], [4.57040, 2.34593, -2.71558], [1.43574, 2.11982, 1.04875], [1.42019, -4.09816, -1.59546], [3.70467, 1.87916, -3.18904], [-1.70944, 1.62892, 3.85919], [0.61885, -6.35752, -2.12446], [-1.21494, 2.48449, -4.03550], [-1.99488, 3.09882, -4.46954], [0.89035, -1.11591, 3.78964], [1.79806, 3.64863, -2.09436], [2.35567, 1.91686, -1.96535], [-0.29897, -6.27911, -1.54667], [2.62861, 4.27917, -1.77009], [-0.07247, 2.13174, -4.86682], [-1.14436, -6.48279, -2.20472], [-0.92401, -1.14026, 3.64695], [-2.38245, -5.36240, -0.04500], [-5.25164, 0.83842, 0.48965], [0.95758, 3.85335, -1.42972], [-3.90581, 0.48639, 0.59745], [-1.36486, 2.05037, -2.77170], [-0.79614, -2.42899, 0.28714], [0.76676, 1.56962, 3.97898], [1.68058, -0.02378, 0.69010], [-3.44486, -0.54337, -0.34871], [-1.20091, 2.59175, 2.15480], [-0.84363, 1.79032, 2.67360], [-1.45033, 0.31488, 4.61711], [-0.32808, 1.22531, -2.20934], [1.19421, 0.12397, 1.57287], [0.74642, 3.11248, 3.17823], [1.69481, -1.85414, 1.93991], [-2.36534, 0.01415, 5.12568], [-1.37122, -0.08400, 0.93024], [1.75152, 1.08668, -4.96444], [-1.59770, -4.62867, -0.17338], [-0.06330, 2.44108, -5.90215], [1.52952, 3.93561, -3.11256], [1.04077, -1.92134, -0.52043], [3.48868, 2.41923, -4.10994], [0.30112, -2.70962, -0.42941], [0.57123, 2.04586, 3.02103], [-2.61014, -3.15067, 0.99458], [-2.23929, 2.26916, -2.17603], [-2.95599, 1.62213, 0.40851], [2.54550, 1.59967, 2.30043], [-2.74390, 1.66444, 3.52612], [-0.70227, 0.43452, 5.40026]],
  "lowdin_spin": [0.000, 0.000, 0.000, 0.000, 0.000, 0.000, 0.000, 0.000, 0.000, 0.001, 0.000, -0.005, 0.000, 0.000, -0.001, 0.000, 0.000, 0.000, 0.000, 0.000, 0.000, 0.000, 0.000, 0.000, 0.000, 0.000, 0.000, 0.000, 0.000, 0.000, 0.000, 0.000, -0.003, 0.000, 0.001, 0.000, 0.000, 0.000, -0.006, 0.000, 0.000, -0.003, 0.000, -0.005, 0.000, 0.000, -0.005, 0.000, 0.000, 0.000, 3.027, 0.000, 0.000, 0.000, 0.000, 0.000, 0.000, 0.000, 0.000, 0.000, 0.000, -0.001, 0.000, 0.000, 0.000],
  "total_charge": 2,
  "e_above_lowest_kcal_mol": 80.5,
  "s2": 3.7523,
  "homo_ev": [-14.09, -14.09],
  "multiplicity": 4,
  "e_tot_ev": -85916.6113,
  "lumo_energy_ev": [-5.81, -5.79]
}

Question: Which formula does entry 3 have?
Answer: C20H32ClN3NdO6PS

Question: Which formula does entry 2 have?
Answer: C20H32Cl8O12